{
  "formula": "C6H12O",
  "method": "ωB97M-V with the def2-TZVPD basis set",
  "homo_lumo_gap_ha": 0.338,
  "spin_multiplicity": 1,
  "elements": ["C", "O", "C", "C", "C", "C", "C", "H", "H", "H", "H", "H", "H", "H", "H", "H", "H", "H", "H"],
  "positions_angstrom": [[2.59198, -0.83930, 0.09944], [1.16474, -0.94848, -0.00242], [0.49538, -0.38782, 0.97583], [-0.11539, 1.73400, -0.39572], [-1.29044, 1.13670, 0.38169], [-0.98559, -0.36829, 0.62610], [-1.45314, -1.23220, -0.54494], [2.86072, -0.60388, 1.13157], [2.91876, -0.03261, -0.56622], [3.02883, -1.78405, -0.22982], [0.78589, 1.49420, 0.18591], [-0.14432, 2.81848, -0.49597], [-0.02143, 1.28330, -1.39215], [-2.24616, 1.24240, -0.15238], [-1.39770, 1.66726, 1.33416], [-1.49446, -0.68962, 1.54415], [-2.54812, -1.27460, -0.56778], [-1.11007, -0.82976, -1.50395], [-1.07041, -2.25376, -0.45985]]
}

{
  "formula": "C3H10NO2S",
  "method": "ωB97M-V with the def2-TZVPD basis set",
  "homo_lumo_gap_ha": 0.347,
  "total_charge": 1,
  "spin_multiplicity": 1,
  "elements": ["O", "C", "C", "C", "S", "N", "H", "H", "H", "H", "H", "H", "H", "H", "H", "H", "O"],
  "positions_angstrom": [[-1.12536, -0.96914, 1.40085], [-0.52398, -0.00910, 1.02841], [0.38742, -0.04334, -0.20546], [0.32938, 1.21216, -1.02368], [-1.40188, 1.59187, -1.47869], [1.78852, -0.22851, 0.35041], [-0.48009, 0.92768, 1.59425], [0.17578, -0.93319, -0.72898], [0.93518, 1.13696, -1.93126], [0.62097, 2.11793, -0.49929], [-1.64864, 0.40414, -2.04980], [2.41646, -0.21513, -0.45597], [1.88745, -1.16605, 0.79551], [2.01300, 0.47182, 1.04873], [1.90188, -3.28848, 1.89059], [0.45651, -2.57020, 1.84533], [1.27251, -2.77579, 1.37932]]
}

{
  "formula": "C4H7NO",
  "method": "ωB97M-V with the def2-TZVPD basis set",
  "homo_lumo_gap_ha": [0.296, 0.302],
  "spin_multiplicity": 1,
  "elements": ["O", "C", "C", "N", "C", "C", "H", "H", "H", "H", "H", "H", "H"],
  "positions_angstrom": [[1.17273, -0.33518, 1.50137], [0.34182, -0.20706, 0.39069], [-0.11281, -1.57310, 0.03516], [-0.73301, 0.82773, -0.99051], [-0.89064, 0.64430, 0.47650], [0.69109, 0.44914, -0.93294], [1.91333, -0.89659, 1.20871], [-1.04335, -0.20163, -1.41284], [-0.87979, -1.84516, 0.79330], [-0.84456, 1.65879, 0.88782], [-1.86272, 0.21908, 0.75539], [1.01856, -0.13783, -1.80442], [1.22935, 1.39751, -0.90823]]
}

{
  "formula": "C6H9N3O3S",
  "method": "ωB97M-V with the def2-TZVPD basis set",
  "homo_lumo_gap_ha": 0.332,
  "spin_multiplicity": 1,
  "elements": ["O", "O", "N", "O", "C", "C", "N", "N", "S", "C", "C", "C", "C", "H", "H", "H", "H", "H", "H", "H", "H", "H"],
  "positions_angstrom": [[-0.53008, -1.27319, -2.76056], [-1.90878, 2.27115, -3.00901], [-0.40226, 1.91873, -1.17084], [0.66585, -1.05142, 2.74838], [-0.35338, -0.11390, -2.39676], [-0.32443, 0.61483, -1.07123], [-0.22757, 0.73605, -3.45782], [-0.18769, 0.02809, 0.21212], [-0.44934, 2.33731, -2.84558], [0.87941, -1.79585, 1.54972], [0.81053, 0.37036, 2.54461], [-0.13004, -1.43852, 0.42825], [-0.19268, 0.85722, 1.46731], [-0.81221, 0.46775, -4.21971], [1.87186, -1.59731, 1.18768], [0.82504, -2.86426, 1.76409], [1.83486, 0.64185, 2.21250], [0.63680, 0.92278, 3.44191], [-1.10779, -1.81907, 0.70243], [0.20844, -1.98920, -0.47991], [0.09419, 1.86998, 1.24760], [-1.20074, 0.90660, 1.90483]]
}

{
  "formula": "C19H25CoF3O9",
  "method": "ωB97M-V with the def2-TZVPD basis set",
  "homo_lumo_gap_ha": [0.302, 0.301],
  "spin_multiplicity": 2,
  "elements": ["Co", "C", "C", "O", "C", "C", "O", "C", "C", "O", "C", "C", "O", "H", "H", "H", "H", "H", "H", "H", "H", "H", "H", "H", "H", "H", "H", "H", "H", "C", "O", "C", "C", "C", "C", "C", "C", "O", "C", "O", "C", "H", "H", "H", "H", "H", "H", "H", "H", "H", "F", "C", "F", "F", "C", "O", "O"],
  "positions_angstrom": [[-0.85734, 0.28728, -0.17166], [-1.58482, -1.27613, -2.56551], [-0.11392, -0.82127, -2.43493], [-0.15064, 0.51535, -1.97535], [1.10354, 1.17678, -1.85855], [0.78367, 2.59418, -1.43426], [0.22765, 2.53682, -0.13877], [-0.65575, 3.57622, 0.21662], [-2.11696, 3.26254, -0.19841], [-2.10623, 2.06478, -0.94986], [-3.39872, 1.57700, -1.28213], [-3.18218, 0.52442, -2.34123], [-2.44168, -0.52600, -1.72640], [-1.66751, -2.31870, -2.26152], [-1.91462, -1.18613, -3.60335], [0.38308, -0.87348, -3.41022], [0.44215, -1.44376, -1.72536], [1.62186, 1.17968, -2.82401], [1.72312, 0.68793, -1.10281], [0.06951, 3.02333, -2.14439], [1.69877, 3.19684, -1.42939], [-0.33487, 4.53392, -0.20359], [-0.58971, 3.63958, 1.30177], [-2.54135, 4.05769, -0.82142], [-2.73484, 3.15737, 0.69785], [-4.02216, 2.39192, -1.66413], [-3.87508, 1.12745, -0.40590], [-2.63310, 0.96675, -3.17696], [-4.14452, 0.13609, -2.69091], [5.51629, -0.14011, 2.31446], [5.10728, -1.47551, 2.09138], [3.88047, -1.67226, 1.56702], [3.50950, -3.02637, 1.40250], [2.27839, -3.33423, 0.90997], [1.34439, -2.33672, 0.54782], [0.02729, -2.65226, 0.07485], [-0.35869, -4.09286, -0.18264], [-0.83537, -1.79935, -0.19555], [1.73841, -0.96166, 0.66221], [1.01778, 0.01786, 0.25430], [3.02247, -0.66887, 1.19366], [6.51373, -0.19586, 2.74156], [4.84895, 0.36798, 3.01468], [5.55346, 0.42413, 1.37897], [4.22361, -3.78718, 1.68676], [2.01713, -4.37837, 0.80093], [-0.02235, -4.77063, 0.59820], [0.09055, -4.40525, -1.12851], [-1.44053, -4.15102, -0.27460], [3.26727, 0.37906, 1.29559], [-4.22243, 0.94734, 2.73568], [-3.09119, 0.77296, 3.44755], [-2.94927, 1.86022, 4.22360], [-3.28663, -0.27559, 4.25703], [-1.83306, 0.56840, 2.53183], [-0.75212, 0.52281, 3.07519], [-2.15266, 0.49489, 1.30033]]
}

Maximum force values (in eV/A) by entry order: 0.5, 1.7, 5.3, 3.9, 2.2.
Calculated total energy values (in eV) by entry order: -8461.1715, -19686.4246, -7792.6413, -27813.7060, -84313.4156.